1.
{"formula": "C6H12O2", "method": "wB97M-V/def2-TZVPD", "elements": ["H", "H", "C", "H", "C", "C", "O", "H", "C", "H", "H", "H", "O", "H", "C", "H", "H", "C", "H", "H"], "xyz": [[-0.199, -1.204, -3.012], [3.102, 2.795, 1.429], [2.175, 2.311, 1.146], [-5.542, 1.908, 3.498], [2.177, 1.107, 0.608], [0.790, -0.622, -0.696], [-5.347, 1.336, 2.746], [0.175, 0.556, 0.923], [1.001, 0.300, 0.241], [0.526, -2.724, -2.458], [-1.309, -2.516, -2.586], [3.214, -0.161, -0.434], [3.367, 0.621, 0.087], [-1.357, -0.851, -0.798], [-0.330, -2.064, -2.369], [-4.405, 1.148, 2.701], [1.629, -0.907, -1.357], [-0.455, -1.440, -0.948], [1.271, 2.738, 1.559], [-0.484, -2.330, -0.279]], "homo_ev": -8.7, "orbital_gap_ha": 0.3414, "spin_multiplicity": 1}



2.
{"formula": "C6H12O2", "method": "wB97M-V/def2-TZVPD", "elements": ["H", "H", "O", "C", "H", "H", "H", "H", "H", "C", "C", "H", "H", "H", "H", "C", "C", "C", "H", "O"], "xyz": [[-2.073, 0.787, -0.137], [-0.570, 2.583, -0.278], [0.639, -1.728, -2.189], [1.425, -0.970, -1.372], [-1.024, 0.396, -1.528], [-1.900, -0.876, -0.684], [2.414, -1.408, -1.171], [-1.251, -1.565, 1.649], [-1.347, 0.110, 2.223], [-0.697, -0.636, 1.770], [0.631, 1.103, 0.632], [1.579, 0.898, 1.118], [0.147, -0.808, 2.435], [0.995, 3.162, 0.468], [0.181, -2.194, -1.293], [-0.198, -0.138, 0.409], [-1.370, 0.066, -0.551], [0.341, 2.334, 0.244], [1.414, 0.088, -1.660], [0.662, -1.202, -0.087]], "homo_ev": -9.9, "orbital_gap_ha": 0.3976, "spin_multiplicity": 1}



3.
{"formula": "C6H12O2", "method": "wB97M-V/def2-TZVPD", "elements": ["H", "C", "C", "C", "H", "H", "O", "C", "H", "C", "H", "H", "H", "C", "H", "H", "H", "H", "O", "H"], "xyz": [[1.216, -1.109, -1.278], [-2.195, 0.003, 0.560], [-0.863, -0.642, -0.015], [1.531, -0.345, -0.513], [-0.074, -2.675, 0.091], [1.949, 0.678, -1.041], [-0.377, 2.144, -0.668], [-1.017, -2.116, -0.411], [2.387, -1.558, 0.989], [0.233, 0.008, -0.003], [-2.241, -0.772, 1.578], [-2.017, -2.508, 0.010], [-2.905, -0.142, -0.325], [0.211, 1.447, 0.368], [1.224, 1.708, 0.418], [-2.102, 1.056, 1.161], [-0.751, 3.180, -0.332], [-0.321, 1.733, 1.264], [2.543, -0.567, 0.554], [-1.089, -2.344, -1.543]], "homo_ev": -9.3, "orbital_gap_ha": 0.3641, "spin_multiplicity": 1}



4.
{"formula": "C6H12O2", "method": "wB97M-V/def2-TZVPD", "elements": ["H", "H", "C", "H", "O", "H", "H", "H", "H", "C", "C", "H", "C", "H", "H", "H", "H", "O", "C", "C"], "xyz": [[-3.295, -3.022, 3.556], [-1.920, -2.507, 3.547], [-3.244, 0.155, -1.101], [3.706, 2.246, -0.237], [3.831, 3.199, -0.122], [-3.266, 1.212, -1.354], [1.588, 1.116, 0.495], [0.493, -1.334, -0.766], [-0.722, 1.436, -0.910], [2.782, -0.210, -0.554], [0.336, -0.262, -0.664], [3.097, 3.386, 0.448], [-2.035, -0.433, -1.019], [3.716, -0.047, -0.020], [-4.252, -0.253, -1.079], [-2.222, -1.467, -0.722], [3.105, -0.897, -1.348], [-2.475, -3.103, 3.062], [-0.844, 0.362, -0.868], [1.618, 0.423, -0.344]], "homo_ev": -8.5, "orbital_gap_ha": 0.3216, "spin_multiplicity": 1}